Record 1
Density functional theory data (ωB97M-V with the def2-TZVPD basis set) for a structure of composition C37H81F5N8O9RbS3 at a distorted geometry.

Each line ends with the Mulliken charge.
Element x y z (Å)
Rb -21.95 -11.57 -7.01  0.948
C -23.73 -6.81 -7.70  -0.240
F -24.29 -7.54 -8.66  -0.158
F -23.83 -5.53 -7.97  0.177
F -24.37 -7.10 -6.55  -0.085
S -21.98 -7.34 -7.53  1.337
O -21.50 -6.54 -6.40  -0.956
O -22.04 -8.78 -7.32  -0.373
O -21.39 -6.96 -8.80  -0.487
C -22.46 -8.72 -13.97  -1.415
C -22.76 -8.29 -12.56  -0.224
N -22.85 -6.83 -12.40  0.429
C -22.04 -5.88 -12.97  -0.281
C -22.38 -4.70 -12.43  -0.987
N -23.45 -4.93 -11.57  0.375
C -23.75 -6.22 -11.65  -0.410
C -24.18 -3.93 -10.79  -0.571
H -23.24 -8.39 -14.68  0.376
H -22.44 -9.80 -14.08  0.412
H -21.54 -8.30 -14.39  0.379
H -21.98 -8.57 -11.84  0.168
H -23.65 -8.79 -12.20  0.406
H -21.21 -6.16 -13.60  0.456
H -22.07 -3.68 -12.56  0.646
H -24.53 -6.71 -11.10  0.566
H -23.50 -3.42 -10.10  0.225
H -24.93 -4.46 -10.22  -0.027
H -24.58 -3.14 -11.42  0.408
C -18.97 -4.40 -6.80  -0.423
C -19.69 -3.64 -7.86  0.105
O -20.82 -3.28 -7.83  -0.382
N -19.00 -3.60 -9.22  -0.096
H -19.02 -2.62 -9.52  0.447
H -18.01 -3.80 -9.09  0.419
C -19.55 -4.54 -10.33  -0.578
H -19.70 -4.70 -6.04  -0.387
H -18.17 -3.83 -6.31  0.545
H -18.58 -5.34 -7.19  0.436
H -19.00 -5.45 -10.16  0.222
H -19.21 -4.05 -11.24  0.420
H -20.62 -4.57 -10.16  0.214
C -28.68 -9.89 -3.94  -1.095
C -27.75 -9.13 -3.06  0.605
O -26.97 -9.54 -2.28  -0.406
N -27.58 -7.64 -3.46  -0.001
H -28.36 -7.34 -4.04  0.420
H -27.68 -7.08 -2.61  0.376
C -26.28 -7.37 -4.16  -0.494
H -28.39 -9.79 -4.99  0.366
H -29.70 -9.51 -3.84  0.409
H -28.63 -10.93 -3.62  0.338
H -26.22 -7.92 -5.09  0.386
H -25.46 -7.55 -3.48  0.524
H -26.33 -6.31 -4.43  -0.203
C -16.80 -7.14 -4.96  -1.135
C -17.49 -7.77 -3.75  -0.427
C -18.99 -7.61 -3.89  -0.176
N -19.84 -8.27 -2.85  0.354
C -19.50 -9.68 -2.61  -0.987
C -21.28 -8.15 -3.28  -0.820
C -21.69 -6.72 -2.93  0.750
C -20.77 -6.32 -1.75  -0.740
C -19.76 -7.45 -1.57  -0.609
H -17.16 -7.62 -5.87  0.107
H -15.73 -7.36 -4.95  0.477
H -16.96 -6.07 -4.99  0.287
H -17.11 -7.27 -2.85  0.286
H -17.20 -8.81 -3.63  0.428
H -19.30 -7.99 -4.87  0.072
H -19.28 -6.56 -3.96  0.062
H -18.46 -9.77 -2.28  0.425
H -19.63 -10.25 -3.53  0.315
H -20.11 -10.08 -1.80  0.452
H -21.86 -8.81 -2.62  0.476
H -21.39 -8.50 -4.31  0.276
H -22.70 -6.74 -2.51  0.821
H -21.62 -6.09 -3.81  -1.267
H -21.34 -6.19 -0.83  0.463
H -20.27 -5.37 -1.98  0.293
H -20.14 -8.14 -0.80  0.400
H -18.72 -7.25 -1.33  0.411
C -26.49 -3.62 -5.58  -1.398
C -24.98 -3.39 -5.67  1.047
C -24.44 -2.78 -4.40  -1.140
N -23.03 -2.26 -4.49  0.647
C -22.13 -3.42 -4.69  -1.450
C -22.63 -1.49 -3.27  -0.647
C -21.62 -0.45 -3.70  -0.632
C -21.99 -0.13 -5.16  -0.773
C -22.91 -1.24 -5.65  -0.529
H -26.91 -3.92 -6.54  0.230
H -27.01 -2.78 -5.12  0.512
H -26.64 -4.42 -4.85  -0.015
H -24.75 -2.85 -6.59  0.383
H -24.54 -4.37 -5.86  -0.501
H -24.46 -3.42 -3.52  0.374
H -25.03 -1.90 -4.16  0.419
H -22.38 -3.92 -5.63  0.139
H -22.34 -4.16 -3.92  0.424
H -21.11 -3.07 -4.73  0.644
H -22.31 -2.13 -2.44  0.370
H -23.54 -1.02 -2.89  0.518
H -20.61 -0.88 -3.68  0.277
H -21.57 0.45 -3.09  0.427
H -21.08 -0.06 -5.76  0.284
H -22.47 0.84 -5.26  0.403
H -22.55 -1.81 -6.50  0.251
H -23.92 -0.86 -5.74  0.489
C -18.66 -9.72 -7.79  -0.513
C -17.94 -9.97 -9.12  -0.070
C -17.55 -11.45 -9.22  -0.850
N -16.83 -11.96 -10.46  0.197
C -16.44 -13.39 -10.21  -0.892
C -15.64 -11.15 -10.87  -0.398
C -15.48 -11.32 -12.38  -0.726
C -16.84 -11.79 -12.90  -0.571
C -17.75 -11.88 -11.67  -0.611
H -17.97 -9.84 -6.95  0.459
H -19.49 -10.42 -7.61  -0.444
H -19.07 -8.71 -7.77  0.221
H -17.06 -9.35 -9.25  0.318
H -18.69 -9.84 -9.90  0.119
H -18.44 -12.09 -9.17  0.371
H -16.89 -11.75 -8.40  0.456
H -15.87 -13.77 -11.05  0.404
H -17.32 -13.96 -9.94  0.347
H -15.74 -13.36 -9.38  0.404
H -14.78 -11.37 -10.24  0.493
H -15.91 -10.11 -10.70  0.116
H -14.67 -11.98 -12.67  0.329
H -15.18 -10.34 -12.75  0.373
H -16.74 -12.82 -13.24  0.328
H -17.22 -11.19 -13.72  0.419
H -18.44 -12.72 -11.65  0.411
H -18.31 -10.96 -11.53  0.255
N -27.93 -4.33 -10.44  -0.367
S -29.13 -3.81 -9.52  1.001
O -28.77 -3.59 -8.15  -0.533
O -30.37 -4.44 -9.79  -0.560
F -29.30 -2.36 -10.10  -0.240
S -27.48 -5.64 -9.60  0.878
O -28.43 -6.67 -9.48  -0.574
O -26.53 -5.44 -8.54  -0.247
F -26.54 -6.14 -10.84  -0.315

Results
Charge: +5
LUMO: -10.80 eV
Maximum force: 3.091 eV/Å
E_HOMO: -16.41 eV


Record 2
Density functional theory data (ωB97M-V with the def2-TZVPD basis set) for a cluster of 10 separate species, C37H81N2O35P7 in total at a distorted geometry.

Each line ends with the Mulliken charge.
Element x y z (Å)
C 3.39 -6.98 1.28  -0.813
C 2.31 -7.74 0.54  -0.373
O 1.15 -6.91 0.44  -0.242
C 0.90 -6.26 -0.69  0.836
O 1.63 -6.12 -1.64  -0.607
O -0.36 -5.84 -0.60  -0.354
C -0.85 -4.96 -1.56  -0.653
H 3.08 -6.83 2.31  0.120
H 3.73 -6.03 0.87  0.144
H 4.34 -7.53 1.33  0.451
H 2.07 -8.64 1.10  0.319
H 2.72 -8.07 -0.42  0.378
H -1.58 -4.36 -0.99  0.166
H -1.50 -5.34 -2.35  0.426
H -0.14 -4.24 -1.97  0.216
C -0.25 -2.12 -5.78  -0.245
C 0.39 -2.77 -4.70  0.079
C 1.09 -3.93 -5.06  -0.257
C 1.10 -4.40 -6.38  -0.474
C 0.48 -3.69 -7.37  -0.136
C -0.15 -2.51 -7.09  -0.654
N 1.81 -5.64 -6.67  1.000
O 2.57 -6.14 -5.86  -0.579
O 1.70 -6.09 -7.79  -0.618
H -0.82 -1.22 -5.54  0.383
H 0.23 -2.57 -3.65  0.037
H 1.58 -4.41 -4.22  0.609
H 0.45 -3.99 -8.41  0.453
H -0.66 -1.88 -7.82  0.367
C -1.57 -6.81 5.47  -0.231
C -1.40 -6.82 4.10  -1.004
C -0.37 -6.08 3.53  0.467
C 0.53 -5.42 4.38  -0.404
C 0.35 -5.45 5.74  -0.355
C -0.67 -6.17 6.32  -0.689
N 1.63 -4.62 3.80  0.986
O 2.41 -4.09 4.56  -0.646
O 1.71 -4.62 2.60  -0.358
H -2.42 -7.23 6.00  0.359
H -2.13 -7.25 3.42  0.435
H -0.32 -5.95 2.46  0.466
H 0.95 -4.92 6.47  0.531
H -0.89 -6.15 7.38  0.441
C -6.45 3.49 -2.18  -0.398
O -6.08 2.22 -2.76  -0.329
P -5.11 2.22 -4.05  0.637
O -4.74 0.86 -4.46  -0.733
O -5.93 3.01 -5.20  -0.351
C -7.34 2.93 -5.31  -0.804
O -3.94 3.28 -3.73  0.402
C -3.55 4.30 -4.63  -0.807
H -5.54 3.81 -1.66  0.036
H -7.26 3.56 -1.46  0.301
H -6.54 4.22 -2.98  0.250
H -7.80 2.23 -4.61  0.344
H -7.56 2.57 -6.31  0.286
H -7.76 3.91 -5.10  0.293
H -4.32 5.08 -4.62  0.300
H -3.42 4.02 -5.68  0.316
H -2.58 4.76 -4.41  0.270
C -0.46 6.29 2.69  -0.474
O -1.14 6.46 1.44  -0.259
P -2.37 5.55 1.02  0.836
O -3.11 6.05 -0.13  -0.750
O -1.81 4.04 0.85  -0.066
C -2.04 3.43 -0.42  -0.688
O -3.32 5.45 2.33  -0.333
C -3.71 6.68 2.95  -0.766
H -0.54 5.35 3.24  0.308
H -0.88 7.12 3.27  0.321
H 0.60 6.51 2.63  0.040
H -2.58 2.48 -0.39  0.222
H -1.15 3.30 -1.03  0.279
H -2.71 3.99 -1.08  0.369
H -4.73 6.66 3.32  0.287
H -3.77 7.56 2.30  0.343
H -3.01 6.85 3.76  0.258
C -1.48 -2.59 7.57  -0.420
O -2.84 -2.14 7.57  -0.346
P -3.91 -2.80 6.59  0.775
O -4.06 -4.25 6.79  -0.683
O -3.38 -2.42 5.12  0.087
C -4.11 -2.84 3.97  -0.637
O -5.22 -1.95 6.78  -0.399
C -5.39 -0.66 6.17  -0.639
H -0.75 -1.86 7.89  0.362
H -1.13 -2.88 6.57  0.049
H -1.41 -3.53 8.12  0.239
H -4.50 -1.95 3.47  0.311
H -4.87 -3.60 4.14  0.417
H -3.39 -3.14 3.21  0.081
H -5.93 -0.03 6.89  0.272
H -6.12 -0.85 5.38  0.270
H -4.49 -0.16 5.85  0.300
C 6.52 -0.32 0.53  -0.691
O 5.72 -0.73 1.63  -0.388
P 4.16 -0.42 1.66  1.061
O 3.70 0.65 0.77  -0.574
O 3.57 -1.93 1.48  -0.131
C 3.07 -2.43 0.24  -0.193
O 4.00 -0.08 3.20  -0.446
C 2.68 0.18 3.73  -0.188
H 5.94 0.09 -0.30  0.250
H 7.18 -1.09 0.14  0.303
H 7.12 0.55 0.81  0.296
H 3.60 -3.35 -0.02  0.389
H 3.12 -1.67 -0.54  0.350
H 2.00 -2.64 0.28  -0.319
H 1.88 -0.11 3.04  -0.149
H 2.55 1.26 3.70  0.119
H 2.64 -0.22 4.73  0.384
C 2.85 3.64 -7.33  -0.825
O 1.82 2.70 -7.21  -0.351
P 1.25 2.38 -5.73  0.674
O 0.71 3.64 -5.16  -0.666
O 0.08 1.34 -6.06  0.192
C -0.90 1.59 -7.05  -0.681
O 2.46 1.63 -5.03  -0.316
C 2.33 0.36 -4.42  -0.430
H 2.54 4.34 -8.11  0.292
H 3.80 3.20 -7.66  0.269
H 3.06 4.30 -6.49  0.327
H -0.75 2.50 -7.63  0.374
H -1.88 1.61 -6.57  0.210
H -0.90 0.77 -7.78  0.203
H 1.58 0.43 -3.62  0.088
H 3.15 -0.05 -3.84  0.367
H 1.84 -0.33 -5.11  0.305
C 3.70 7.65 3.22  -0.765
O 4.17 6.31 3.08  -0.217
P 4.97 5.90 1.78  1.068
O 4.27 6.10 0.51  -0.710
O 6.32 6.75 1.93  -0.368
C 7.08 6.60 3.17  -0.678
O 5.39 4.38 2.13  -0.325
C 4.31 3.45 2.08  -0.482
H 2.70 7.82 2.82  0.204
H 4.33 8.36 2.68  0.350
H 3.71 7.95 4.27  0.319
H 8.12 6.57 2.86  0.274
H 6.94 5.66 3.70  0.316
H 6.95 7.50 3.77  0.272
H 3.37 3.76 1.62  0.384
H 4.07 3.22 3.13  0.263
H 4.70 2.52 1.67  0.035
C 0.62 1.39 0.63  0.303
O -0.03 0.18 0.87  -0.281
P -0.61 -0.73 -0.27  0.890
O 0.41 -1.27 -1.19  -0.358
O -1.46 -1.78 0.56  -0.472
C -0.90 -2.51 1.65  0.082
O -1.82 -0.03 -1.01  -0.353
C -1.75 0.33 -2.40  -0.042
H 1.04 1.48 -0.37  0.279
H 1.47 1.54 1.30  -0.397
H 0.02 2.27 0.90  0.066
H 0.14 -2.31 1.91  -0.108
H -0.83 -3.52 1.23  0.148
H -1.52 -2.43 2.54  -0.072
H -0.95 1.07 -2.49  0.193
H -2.72 0.64 -2.77  0.264
H -1.24 -0.45 -2.98  -0.143

Results
LUMO: -0.43 eV
Maximum force: 3.047 eV/Å
Structure (SMILES): O=[N+]([O-])c1ccccc1.O=[N+]([O-])c1ccccc1.COP(=O)(OC)OC.COP(=O)(OC)OC.COP(=O)(OC)OC.COP(=O)(OC)OC.COP(=O)(OC)OC.COP(=O)(OC)OC.COP(=O)(OC)OC.CCOC(=O)OC
E_HOMO: -9.94 eV


Energy relative to the best compared isomer or geometry (same formula, charge and spin) across the listed records, respectively: 0.00 112.57 kcal per mole.